Model a:
Here is 2 unconnected molecules or ions with the total composition C5H14NO2 from the Open Molecules 2025 dataset. Energies are from ωB97M-V/def2-TZVPD.

Output
HOMO energy ... -14.5319 eV
Orbital gap ... 10.420 eV
E_LUMO ... -4.11 eV

The geometry in ORCA input format:
```
! RIJCOSX wB97M-V def2-TZVPD def2/J DEFGRID3
* xyz 1 1
O 0.19347 0.69792 -3.21310
O 1.34718 0.66620 1.48073
N -0.77935 1.03060 -0.21646
C 0.61492 -1.58984 1.13082
C 1.80453 -0.64303 1.03017
C -1.29306 -0.35060 -0.08746
C -0.75075 -0.90231 1.18874
C -1.33893 2.03350 -0.72943
H 0.17857 -0.24332 -3.45156
H 0.74568 1.01207 -3.94793
H 0.67467 -2.16878 2.05506
H 2.62112 -0.94300 1.66451
H -0.86667 -0.26962 2.06999
H 2.19098 -0.46592 0.02723
H -1.07807 -0.97904 -0.95351
H -2.34818 2.04808 -1.12142
H -1.40988 -1.66005 1.56570
H 0.14637 1.08281 0.24296
H 2.08803 1.27761 1.58372
H -0.91928 3.02593 -0.61517
H -2.38559 -0.31135 -0.05101
H 0.56424 -2.34783 0.34741
*
```


Model b:
Here is 2 unconnected molecules or ions with the total composition C5H14NO2 from the Open Molecules 2025 dataset. Energies are from ωB97M-V/def2-TZVPD.

Output
HOMO energy ... -13.4967 eV
Orbital gap ... 10.336 eV
E_LUMO ... -3.16 eV

The geometry in ORCA input format:
```
! RIJCOSX wB97M-V def2-TZVPD def2/J DEFGRID3
* xyz 1 1
O 1.91527 0.00571 1.40977
O -2.31289 -0.78710 2.09272
N -2.81743 0.43252 -0.42384
C 1.00014 0.65000 -1.06672
C -1.51236 0.77257 -1.06341
C 1.77520 -0.67294 -0.86893
C -0.34718 0.65681 -0.45745
C 2.71248 -0.59189 0.36490
H -2.35449 -0.68912 3.02800
H -2.64024 0.37043 0.59142
H 1.11684 -1.51176 -0.64517
H 2.43016 0.74106 1.74404
H -3.40613 1.25012 -0.54787
H -1.59982 -1.43890 2.05852
H 0.86416 0.62926 -2.13957
H -3.12320 -0.48588 -0.71730
H -1.65803 0.89561 -2.13087
H 2.99720 -1.61873 0.58754
H 3.55467 0.07718 0.20006
H 1.49129 1.58637 -0.84977
H -0.37374 0.60958 0.63239
H 2.28812 -0.88093 -1.79845
*
```


Name the most stable of them. model a.


Model a:
Here is 2 unconnected molecules or ions with the total composition C5H14NO2 from the Open Molecules 2025 dataset. Energies are from ωB97M-V/def2-TZVPD.

Output
HOMO energy ... -15.6334 eV
Orbital gap ... 12.515 eV
E_LUMO ... -3.12 eV

The geometry in ORCA input format:
```
! RIJCOSX wB97M-V def2-TZVPD def2/J DEFGRID3
* xyz 1 1
O -4.39763 -0.37783 -0.02611
O -2.55552 0.85709 0.19893
N -0.34573 -0.25864 -0.38632
C 1.06849 0.14782 1.56406
C -3.18545 -0.03288 -0.32389
C 1.91634 -1.17997 -0.40580
C 1.51758 1.30001 -0.63033
C 1.08629 0.01122 0.04951
H 2.52030 1.56728 -0.31079
H -4.80303 0.17040 0.67455
H 0.34267 0.89328 1.87990
H -0.65147 -1.14688 0.02203
H -2.80782 -0.65973 -1.14940
H 1.58316 -2.10121 0.07458
H 0.83249 -0.79672 2.04386
H 1.53647 1.19089 -1.71201
H 1.86521 -1.30599 -1.48527
H 2.04491 0.46622 1.91600
H 2.95918 -1.03347 -0.14089
H -0.36860 -0.33416 -1.40766
H -1.01298 0.50240 -0.07780
H 0.85512 2.12087 -0.36713
*
```


Model b:
Here is 2 unconnected molecules or ions with the total composition C5H14NO2 from the Open Molecules 2025 dataset. Energies are from ωB97M-V/def2-TZVPD.

Output
HOMO energy ... -14.4042 eV
Orbital gap ... 10.155 eV
E_LUMO ... -4.25 eV

The geometry in ORCA input format:
```
! RIJCOSX wB97M-V def2-TZVPD def2/J DEFGRID3
* xyz 1 1
O -0.00979 -0.19806 -1.53847
O -2.29075 -1.65279 -0.43058
N -0.83572 -0.10845 1.03194
C 1.42915 -0.01475 -1.62033
C 1.79145 -0.22577 -0.19793
C -1.55063 -0.16866 2.10506
C 1.37633 0.99867 0.54742
C -0.21813 1.17096 0.61531
H 1.78072 1.92571 0.08991
H 1.38933 1.13572 -1.70704
H -0.61527 -0.97864 0.38389
H -1.66302 0.65376 2.92693
H -3.16858 -1.89052 -0.83917
H -0.70075 2.01609 1.15608
H -0.54351 -0.40866 -2.25699
H -0.49666 1.44892 -0.51039
H 1.90830 -0.56978 -2.36631
H -1.93420 -1.17234 2.30627
H 1.38011 -1.09907 0.13431
H 1.75408 1.01947 1.51318
H 2.92500 -0.34311 -0.02256
H -1.70747 -1.53869 -1.32052
*
```


Name the most stable of them. model a.


Model a:
Here is a molecular structure, C5H14NO2 from the Open Molecules 2025 dataset. Energies are from ωB97M-V/def2-TZVPD.

Output
HOMO energy ... -14.3252 eV
Orbital gap ... 9.961 eV
E_LUMO ... -4.36 eV

The geometry in ORCA input format:
```
! RIJCOSX wB97M-V def2-TZVPD def2/J DEFGRID3
* xyz 1 1
O 0.30329 2.71967 0.40337
O 1.69041 -2.14753 -0.36443
N 0.35622 0.30006 1.45301
C 0.89957 1.17627 -1.23629
C -0.34411 0.24640 -0.90393
C 0.05324 2.17026 -0.72380
C -0.77682 0.04241 0.56325
C -1.46145 -1.30943 0.75745
H -0.70922 -2.07952 0.80365
H -1.51309 0.78872 0.87352
H -1.25223 0.38814 -1.49231
H -2.09860 -1.36481 1.63642
H 1.83844 -2.77389 0.35934
H -2.04792 -1.53555 -0.12229
H 1.22617 -0.10920 1.13682
H 1.86392 0.89766 -0.85293
H 0.94441 1.18863 -2.32280
H 0.03516 -0.72203 -1.24288
H 0.44551 1.98941 1.10496
H 0.16320 0.10602 2.41910
H -0.75761 2.66993 -1.24981
H 1.14153 -2.64161 -0.99942
*
```


Model b:
Here is 3 unconnected molecules or ions with the total composition C5H14NO2 from the Open Molecules 2025 dataset. Energies are from ωB97M-V/def2-TZVPD.

Output
HOMO energy ... -13.2683 eV
Orbital gap ... 4.603 eV
E_LUMO ... -8.67 eV

The geometry in ORCA input format:
```
! RIJCOSX wB97M-V def2-TZVPD def2/J DEFGRID3
* xyz 1 1
O -1.07891 0.05373 1.61848
O 1.19363 0.83866 2.01243
N -0.44590 1.43417 -1.37101
C 0.40206 -2.19851 -0.79002
C 1.46238 -2.10716 0.39800
C 0.31483 -0.88353 -1.46443
C -1.30722 2.28574 -0.58943
C -0.58252 0.11507 -1.12472
H -0.47671 -2.11723 -0.13818
H 0.23964 0.60411 1.71135
H -1.47185 -0.00073 -0.47494
H 0.41452 -3.19479 -1.23956
H 0.95427 -0.60218 -2.30549
H -1.42683 1.95648 0.47640
H 0.49188 1.82323 -1.43039
H -1.66778 0.31084 2.33818
H -2.34088 2.30125 -0.96387
H 1.36524 -3.04086 0.98526
H 1.23836 -1.16540 0.92941
H 2.50621 -2.08672 0.07238
H 1.20415 1.43857 2.76445
H -0.82428 3.25264 -0.65142
*
```


Model c:
Here is 4 unconnected molecules or ions with the total composition C5H14NO2 from the Open Molecules 2025 dataset. Energies are from ωB97M-V/def2-TZVPD.

Output
HOMO energy ... -13.2448 eV
Orbital gap ... 4.018 eV
E_LUMO ... -9.23 eV

The geometry in ORCA input format:
```
! RIJCOSX wB97M-V def2-TZVPD def2/J DEFGRID3
* xyz 1 1
O -1.68710 -1.32051 -0.84865
O 0.07226 -2.02015 0.70816
N -2.24640 1.37753 0.49704
C 0.72575 0.81428 0.19725
C 0.64828 0.95524 -2.39681
C 2.06810 0.38063 0.87283
C 2.01716 -0.51411 1.88456
C 0.66924 0.25397 -1.22081
H -0.02407 -2.85910 1.19577
H -2.77608 2.18405 0.17801
H 1.23286 -1.31972 1.68399
H -2.62250 1.10960 1.39648
H 0.46648 1.88463 0.05653
H 2.74386 -0.50934 2.70806
H -2.45389 -1.88477 -1.05463
H 0.84212 0.49552 -3.35146
H 0.63052 -0.84166 -1.19555
H -1.13946 -1.82889 -0.13040
H 0.29588 1.98332 -2.31780
H 0.03061 0.28665 0.85459
H -2.50622 0.63630 -0.15770
H 3.01259 0.73651 0.44054
*
```


Name the most stable of them. model a.


Model a:
Here is 2 unconnected molecules or ions with the total composition C4H15N3O from the Open Molecules 2025 dataset. Energies are from ωB97M-V/def2-TZVPD.

Output
HOMO energy ... -9.0449 eV
Orbital gap ... 9.845 eV
SMILES ... NCCN.NCCO
E_LUMO ... 0.80 eV

The geometry in ORCA input format:
```
! RIJCOSX wB97M-V def2-TZVPD def2/J DEFGRID3
* xyz 0 1
O -0.45777 1.07179 1.01071
N 0.42408 -1.16256 1.72896
N -2.80472 0.83660 -1.83808
N 2.53746 0.01162 -0.84917
C 1.83489 -1.18594 -0.37281
C -2.25033 0.46250 -0.53523
C 1.78231 -1.09833 1.15265
C -1.00286 1.29398 -0.24626
H -2.06902 0.78762 -2.53946
H -0.06031 -2.03114 1.55263
H 2.38084 -2.05880 -0.73088
H -0.30431 1.05840 -1.07477
H 0.48388 -1.02039 2.73074
H -3.52121 0.18942 -2.14683
H 0.82578 -1.28940 -0.80005
H 2.02862 0.82424 -0.53000
H -1.25900 2.34561 -0.41881
H 2.56624 0.06023 -1.85788
H -2.04305 -0.61822 -0.48841
H -2.99221 0.68677 0.23773
H 2.19651 -0.14498 1.47172
H 2.44519 -1.87185 1.55204
H -0.24161 0.01817 1.21759
*
```


Model b:
Here is a molecular structure, C4H15N3O from the Open Molecules 2025 dataset. Energies are from ωB97M-V/def2-TZVPD.

Output
HOMO energy ... -7.3110 eV
Orbital gap ... 8.212 eV
E_LUMO ... 0.90 eV

The geometry in ORCA input format:
```
! RIJCOSX wB97M-V def2-TZVPD def2/J DEFGRID3
* xyz 0 1
O -1.73627 -2.71463 0.92410
N 0.95070 1.34034 -1.11022
N -0.02177 -2.02922 -0.54408
N 1.25837 0.18259 -0.30983
C -0.18522 1.05001 -1.97956
C -0.45879 -0.58471 1.96377
C 0.70794 2.50199 -0.26064
C -1.03525 -1.72596 0.28950
H 0.71630 0.12932 0.62706
H 2.25950 0.16567 -0.13700
H -0.16504 2.37467 0.39517
H 0.03679 0.17096 -2.58201
H 0.17350 -1.32282 2.46921
H -1.73347 -0.98252 -0.07584
H -1.11985 0.88296 -1.42478
H 0.72871 -0.95260 -0.65478
H -1.13001 -3.41514 1.19571
H 0.50853 -2.83925 -0.23223
H 1.58755 2.69346 0.35519
H -0.11302 0.42798 2.21356
H -1.44693 -0.62112 2.42475
H 0.54414 3.36927 -0.89913
H -0.32641 1.89876 -2.64793
*
```


Name the most stable of them. model a.


Model a:
Here is 2 unconnected molecules or ions with the total composition C5H9NO3 from the Open Molecules 2025 dataset. Energies are from ωB97M-V/def2-TZVPD.

Output
HOMO energy ... -8.5715 eV
Orbital gap ... 7.870 eV
E_LUMO ... -0.70 eV

The geometry in ORCA input format:
```
! RIJCOSX wB97M-V def2-TZVPD def2/J DEFGRID3
* xyz 0 1
O 1.44127 -2.12977 -1.86000
O 1.02816 -1.84813 0.33843
O 2.87432 -1.03796 -0.57901
N -0.10827 2.88207 -0.02032
C -0.23798 1.57185 -0.15794
C -0.68545 -0.66898 0.76878
C 1.73148 -1.76895 -0.72163
C -0.27611 0.67123 0.90892
C -1.75498 -1.08464 -0.19783
H -1.72320 -0.53254 -1.14282
H -0.81457 -1.16573 1.73736
H 2.91811 -0.70922 0.32678
H -0.38141 1.22690 -1.18207
H 0.13120 0.98844 1.87192
H 0.13866 3.28175 0.87817
H -2.73785 -0.97409 0.28236
H 0.09765 3.45301 -0.83020
H -1.64102 -2.15524 -0.42091
*
```


Model b:
Here is C5H9NO3 in the gas phase from the Open Molecules 2025 dataset. Energies are from ωB97M-V/def2-TZVPD.

Output
HOMO energy ... -9.9867 eV
Orbital gap ... 10.406 eV
SMILES ... CC(=O)[C@@](C)(N)C(=O)O
E_LUMO ... 0.42 eV

The geometry in ORCA input format:
```
! RIJCOSX wB97M-V def2-TZVPD def2/J DEFGRID3
* xyz 0 1
O 1.05565 2.07721 0.49555
O 0.09254 1.42850 -1.51512
O -1.63785 -1.35142 0.22027
N 0.81785 -1.01561 -1.29511
C -2.02962 0.95284 0.30957
C 1.33613 -0.84586 1.15867
C 0.79638 1.17732 -0.26839
C 0.57260 -0.27491 -0.02511
C -1.14695 -0.24193 0.05389
H 1.81747 -1.21356 -1.37542
H 0.16113 0.61231 -2.06549
H 0.66378 -1.28177 1.90516
H 2.00367 -1.66696 0.86716
H -2.60146 1.13450 -0.60541
H 1.98989 -0.10591 1.63042
H 0.35150 -1.92632 -1.22880
H -2.75487 0.70782 1.08905
H -1.48787 1.83374 0.64910
*
```


Name the most stable of them. model b.